1.
This record from OMol25 describes a 8-piece molecular cluster, C20H60N4O8 overall in a non-equilibrium geometry. The level of theory is wB97M-V/def2-TZVPD.

## Properties
- 2S+1: 1
- E_HOMO: -8.97 eV
- Orbital gap: 0.3516 Ha
- Structure (SMILES): COC[C@H](C)N.COC[C@H](C)N.COC[C@H](C)N.COC[C@H](C)N.CO.CO.CO.CO
- Maximum force: 2.7 eV/A
- LUMO level: 0.59 eV
- Energy relative to the best compared isomer or geometry (same formula, charge and spin): 3.063 eV

Geometry as XYZ:
```
92
Properties=species:S:1:pos:R:3:mulliken_charge:R:1
C -2.21 0.03 -2.70 -0.884
O -1.52 0.77 -3.65 -0.390
C -1.92 2.10 -3.72 -0.112
C -1.61 2.65 -5.06 0.513
C -2.04 4.07 -5.24 -1.448
N -2.33 1.90 -6.10 -0.837
H -1.63 -0.80 -2.34 0.274
H -3.07 -0.37 -3.14 0.544
H -2.49 0.58 -1.84 0.305
H -3.02 2.12 -3.44 0.577
H -1.30 2.66 -3.02 -0.302
H -0.57 2.58 -5.25 0.287
H -3.05 4.37 -4.83 0.306
H -2.03 4.30 -6.30 0.395
H -1.24 4.73 -4.90 0.353
H -2.13 2.22 -7.05 0.254
H -1.93 0.97 -6.13 0.254
C -0.27 4.62 0.58 -1.142
O 0.60 3.55 0.23 -0.267
C 0.45 3.13 -1.10 -0.707
C 1.55 2.08 -1.33 2.554
C 2.88 2.81 -1.38 -1.966
N 1.37 1.50 -2.62 -0.565
H 0.22 5.54 0.25 0.312
H -0.24 4.75 1.61 0.401
H -1.28 4.53 0.28 0.416
H -0.55 2.80 -1.20 0.194
H 0.59 3.97 -1.80 0.428
H 1.60 1.38 -0.51 -1.384
H 3.24 3.06 -0.41 0.335
H 2.72 3.71 -2.00 0.436
H 3.66 2.33 -1.93 0.480
H 0.57 0.88 -2.76 0.078
H 2.19 0.92 -2.74 0.375
C 4.53 0.24 0.51 -0.778
O 3.91 -0.49 -0.52 -0.144
C 3.82 -1.85 -0.30 -1.339
C 2.65 -2.29 0.60 0.874
C 2.60 -3.82 0.53 -1.565
N 1.37 -1.70 0.22 -0.213
H 5.03 1.11 0.07 0.239
H 5.28 -0.45 0.96 0.514
H 3.84 0.65 1.22 0.097
H 3.46 -2.23 -1.27 0.393
H 4.76 -2.37 -0.03 0.397
H 2.83 -1.84 1.56 0.382
H 2.71 -4.24 -0.52 0.289
H 1.72 -4.11 1.04 0.353
H 3.44 -4.23 1.07 0.443
H 1.20 -0.78 0.67 -0.334
H 1.28 -1.46 -0.80 0.255
C -4.62 -5.12 -0.68 -0.806
O -4.35 -4.31 0.44 -0.350
C -3.05 -4.50 0.87 -0.916
C -2.48 -3.29 1.62 0.635
C -2.87 -1.92 1.10 -1.112
N -1.01 -3.43 1.68 -0.420
H -5.69 -5.02 -0.91 0.248
H -4.30 -6.10 -0.52 0.346
H -4.09 -4.67 -1.51 0.325
H -3.09 -5.37 1.53 0.382
H -2.39 -4.66 0.00 0.438
H -2.86 -3.46 2.60 0.212
H -2.63 -1.82 0.03 0.219
H -2.20 -1.17 1.49 -0.072
H -3.92 -1.61 1.23 0.451
H -0.56 -3.01 0.86 0.129
H -0.77 -4.42 1.90 0.229
C -0.39 -1.61 4.79 -0.847
O 0.29 -1.62 3.56 -0.335
H 0.27 -1.29 5.54 0.324
H -1.32 -0.99 4.85 0.249
H -0.63 -2.64 5.12 0.329
H -0.18 -2.24 2.96 0.311
C -2.93 2.07 1.55 -0.774
O -2.34 1.52 0.37 -0.481
H -3.03 1.37 2.36 0.248
H -2.27 2.93 1.81 0.194
H -3.93 2.47 1.33 0.283
H -1.62 0.95 0.69 0.304
C 4.42 -0.02 4.81 -0.436
O 5.26 0.48 3.77 -0.513
H 4.46 0.74 5.57 0.308
H 3.33 -0.06 4.64 0.055
H 4.72 -0.98 5.28 0.265
H 5.04 0.08 2.92 0.363
C 0.50 1.38 2.18 -0.365
O -0.23 0.31 1.52 0.280
H 0.97 0.95 3.09 0.239
H 1.31 1.70 1.51 -0.056
H -0.17 2.19 2.39 0.142
H -0.30 -0.36 2.23 0.046
```


2.
This record from OMol25 describes a 2-piece molecular cluster, C27H35O8 overall in a non-equilibrium geometry. The level of theory is wB97M-V/def2-TZVPD.

## Properties
- 2S+1: 1
- Charge: -1
- E_HOMO: -3.41 eV
- Orbital gap: 0.1998 Ha
- Maximum force: 2.7 eV/A
- LUMO level: 2.03 eV

Geometry as XYZ:
```
70
Properties=species:S:1:pos:R:3:mulliken_charge:R:1
C 2.51 4.32 -1.71 -1.325
C 1.22 3.82 -1.07 -0.280
C 1.06 2.32 -1.30 -0.965
C -0.30 1.77 -0.88 0.671
C -0.60 1.53 0.54 1.725
C -1.84 2.03 1.14 -0.439
O -2.22 1.81 2.28 -0.699
O -2.57 2.73 0.23 -0.191
C -3.56 3.61 0.81 -0.358
C -4.65 3.82 -0.20 -1.216
C 0.48 1.46 1.53 -0.465
O 0.55 2.05 2.60 -0.704
O 1.49 0.65 1.11 -0.008
C 2.52 0.58 2.12 -0.392
C 3.57 -0.38 1.63 -1.185
H 2.58 5.41 -1.61 0.391
H 3.38 3.87 -1.23 0.286
H 2.53 4.07 -2.78 0.323
H 1.22 4.02 0.01 0.297
H 0.35 4.33 -1.49 0.284
H 1.16 2.11 -2.38 0.560
H 1.85 1.76 -0.79 0.104
H -1.13 2.35 -1.30 0.506
H -0.35 0.77 -1.32 -0.874
H -3.95 3.15 1.72 0.322
H -3.06 4.55 1.06 0.315
H -5.38 4.53 0.18 0.415
H -4.25 4.20 -1.15 0.270
H -5.17 2.87 -0.39 0.283
H 2.93 1.59 2.27 0.343
H 2.08 0.23 3.06 0.312
H 4.37 -0.44 2.37 0.391
H 3.16 -1.38 1.49 0.240
H 4.00 -0.04 0.68 0.284
C 1.33 -1.25 -5.73 -0.737
O 0.26 -0.98 -4.80 -0.506
C 0.21 -1.55 -3.57 -0.176
C -0.67 -1.03 -2.63 -0.989
C -0.73 -1.53 -1.29 1.141
C -1.50 -0.80 -0.31 -1.127
C -1.63 -1.24 1.04 0.771
C -2.87 -1.15 1.73 -0.201
C -2.98 -1.55 3.04 -0.865
C -1.84 -2.01 3.74 0.818
O -2.03 -2.43 5.02 -0.484
C -0.90 -2.99 5.72 -0.804
C -0.58 -2.04 3.09 -0.549
C -0.50 -1.70 1.76 -0.962
C -0.05 -2.74 -1.02 -0.859
C 0.90 -3.26 -1.89 0.015
O 1.63 -4.34 -1.50 -0.518
C 2.97 -4.56 -1.96 -0.637
C 1.08 -2.67 -3.22 1.607
O 1.91 -3.13 -4.04 -0.869
H 1.01 -0.71 -6.62 0.279
H 2.28 -0.83 -5.36 0.265
H 1.44 -2.32 -5.93 0.270
H -1.30 -0.19 -2.92 0.321
H -2.27 -0.13 -0.70 0.590
H -3.74 -0.76 1.20 0.383
H -3.93 -1.51 3.57 0.387
H -1.32 -3.30 6.68 0.245
H -0.48 -3.85 5.19 0.319
H -0.12 -2.23 5.87 0.303
H 0.32 -2.36 3.62 0.326
H 0.45 -1.79 1.24 0.491
H -0.21 -3.27 -0.08 0.806
H 3.20 -5.58 -1.64 0.254
H 3.03 -4.47 -3.05 0.249
H 3.65 -3.85 -1.47 0.223
```


3.
This record from OMol25 describes a 2-piece molecular cluster, C3H11N3 overall in a non-equilibrium geometry. The level of theory is wB97M-V/def2-TZVPD.

## Properties
- 2S+1: 1
- E_HOMO: -8.60 eV
- Orbital gap: 0.3496 Ha
- Structure (SMILES): [H]/N=C/N.CCN
- Maximum force: 4.4 eV/A
- LUMO level: 0.91 eV
- Energy relative to the best compared isomer or geometry (same formula, charge and spin): 2.029 eV

Geometry as XYZ:
```
17
Properties=species:S:1:pos:R:3:mulliken_charge:R:1
H 3.87 1.51 -0.10 0.228
N 3.36 0.68 -0.20 -0.716
C 2.11 0.87 -0.17 0.207
N 1.28 -0.02 -0.82 -0.423
H 1.60 1.81 0.17 0.255
H 0.15 0.03 -0.77 0.245
H 1.82 -0.81 -1.20 0.231
C -2.28 -0.32 1.56 -1.269
C -2.01 -1.06 0.28 -0.077
N -1.73 -0.11 -0.74 -0.633
H -3.10 0.31 1.32 0.369
H -2.72 -0.97 2.35 0.350
H -1.44 0.14 2.08 0.328
H -1.05 -1.55 0.54 0.184
H -2.82 -1.93 0.15 0.298
H -2.20 -0.06 -1.68 0.119
H -1.39 0.76 -0.49 0.302
```


4.
This record from OMol25 describes C9H21BI2O3PYb as an isolated structure in a non-equilibrium geometry. The level of theory is wB97M-V/def2-TZVPD.

## Properties
- 2S+1: 1
- Charge: +1
- E_HOMO: -9.28 eV
- Orbital gap: 0.0717 Ha
- Maximum force: 2.2 eV/A
- LUMO level: -7.33 eV

Geometry as XYZ:
```
38
Properties=species:S:1:pos:R:3:mulliken_charge:R:1
C 3.51 -2.64 1.23 -1.192
C 3.01 -2.06 -0.07 -0.353
O 2.72 -0.64 0.08 -0.359
P 1.17 -0.30 0.24 0.670
O 0.55 -0.92 1.40 -0.762
C 0.32 -0.47 -1.31 -0.547
C -0.95 0.42 -1.30 -0.451
B -2.31 -0.32 -1.83 0.121
C -3.37 -0.75 -0.65 -0.896
I -2.66 -2.55 0.30 0.060
C -3.73 0.30 0.38 0.062
C -4.63 -0.13 1.52 -1.394
I -4.81 1.85 -0.68 0.057
O 1.23 1.33 0.50 0.153
C 2.02 2.16 -0.30 -0.451
C 3.21 2.58 0.55 -0.812
H 4.24 -2.00 1.70 0.298
H 3.91 -3.63 1.05 0.418
H 2.66 -2.76 1.91 0.272
H 3.74 -2.15 -0.86 0.418
H 2.13 -2.61 -0.38 0.311
H 0.09 -1.53 -1.38 0.474
H 1.00 -0.20 -2.12 0.441
H -0.74 1.23 -2.00 0.205
H -1.05 0.89 -0.33 -0.049
H -2.00 -1.33 -2.45 -0.148
H -2.93 0.40 -2.60 -0.126
H -4.29 -1.06 -1.14 0.494
H -2.84 0.79 0.77 0.123
H -5.52 -0.62 1.13 0.367
H -4.96 0.72 2.10 0.438
H -4.10 -0.82 2.17 0.388
H 1.40 3.04 -0.52 0.312
H 2.36 1.79 -1.26 0.409
H 3.79 3.38 0.10 0.452
H 3.84 1.73 0.78 0.364
H 2.79 2.96 1.48 -0.015
Yb 1.19 3.91 1.81 1.248
```


5.
This record from OMol25 describes a single C17H22N2O6S molecule in a non-equilibrium geometry. The level of theory is wB97M-V/def2-TZVPD.

## Properties
- 2S+1: 1
- E_HOMO: -8.35 eV
- Orbital gap: 0.3352 Ha
- Structure (SMILES): CNC(=O)CCN(Cc1ccco1)S(=O)(=O)c1ccc(OC)c(OC)c1
- Maximum force: 1.1 eV/A
- LUMO level: 0.77 eV
- Energy relative to the best compared isomer or geometry (same formula, charge and spin): 3.215 eV

Geometry as XYZ:
```
48
Properties=species:S:1:pos:R:3:mulliken_charge:R:1
C -3.34 0.21 3.13 -0.898
N -2.99 -0.82 2.18 -0.179
C -2.49 -0.52 0.97 0.364
O -2.50 0.61 0.51 -0.614
C -2.02 -1.71 0.14 -0.868
C -0.75 -1.38 -0.65 -0.421
N 0.43 -1.83 0.05 0.111
C 1.52 -2.31 -0.77 -0.500
C 1.15 -3.58 -1.45 0.203
C 0.81 -3.85 -2.75 -0.564
C 0.52 -5.23 -2.81 -0.393
C 0.70 -5.70 -1.54 -0.587
O 1.08 -4.71 -0.72 -0.329
S 0.92 -0.90 1.37 1.288
O 2.08 -1.55 1.91 -0.748
O -0.22 -0.75 2.23 -0.636
C 1.38 0.68 0.68 -0.489
C 2.63 0.85 0.13 -0.549
C 2.92 2.06 -0.46 -0.910
C 1.99 3.10 -0.51 0.303
O 2.45 4.22 -1.14 -0.468
C 1.69 5.40 -1.21 -0.710
C 0.72 2.91 0.06 1.086
O -0.19 3.92 0.00 -0.482
C -1.46 3.73 0.61 -0.786
C 0.44 1.69 0.66 -0.168
H -2.49 0.44 3.78 0.261
H -3.60 1.11 2.56 0.301
H -4.19 -0.11 3.72 0.337
H -2.73 -1.71 2.58 0.262
H -2.83 -1.94 -0.56 0.366
H -1.84 -2.57 0.77 0.400
H -0.72 -0.30 -0.84 0.307
H -0.77 -1.90 -1.61 0.481
H 1.82 -1.56 -1.53 0.255
H 2.35 -2.48 -0.08 0.479
H 0.78 -3.15 -3.56 0.506
H 0.22 -5.79 -3.67 0.441
H 0.60 -6.68 -1.12 0.458
H 3.35 0.06 0.18 0.555
H 3.89 2.25 -0.90 0.435
H 1.44 5.78 -0.22 0.270
H 0.77 5.25 -1.79 0.248
H 2.33 6.11 -1.73 0.303
H -1.98 2.86 0.21 0.306
H -1.35 3.62 1.69 0.313
H -2.02 4.64 0.39 0.313
H -0.52 1.49 1.11 0.348
```